57
Properties=species:S:1:pos:R:3:mulliken_charge:R:1 method="wB97M-V/def2-TZVPD" total_charge=0 orbital_gap_ev=6.995 largest_force_ev_per_a=2.71
S -1.243 2.354 0.225 1.99
S 1.428 1.511 1.457 1.74
O -1.803 2.987 1.402 -0.69
O -0.504 3.133 -0.745 -0.65
O 1.505 1.064 2.829 -0.65
O 2.424 1.137 0.471 -0.68
N 1.233 -2.737 -2.352 0.22
N 0.232 0.478 -3.198 -0.66
C -3.820 1.350 0.014 -0.26
C 2.202 -4.909 -2.644 -0.61
C -0.592 -1.739 2.857 -0.47
C 0.788 5.323 2.720 -0.63
C -0.532 -0.284 0.810 -0.42
C 1.310 -1.427 -1.890 -0.36
C 2.252 -3.639 -2.114 -0.04
C 0.019 -2.643 3.729 -0.68
C -4.811 0.614 -0.639 -0.53
C 0.093 -1.252 1.724 -0.30
C -4.568 0.083 -1.912 -0.39
C -2.453 1.239 -1.982 -0.44
C 1.063 -5.340 -3.329 -0.25
C -0.181 1.025 0.763 0.01
C 1.970 -2.693 2.308 -1.08
C -2.607 1.588 -0.641 -0.54
C 1.399 -1.719 1.496 0.84
C 2.163 4.051 0.643 -0.18
C 1.303 -3.133 3.454 -0.42
C 0.097 -3.152 -3.016 -0.07
C 2.169 5.443 0.735 -0.62
C 0.006 -4.446 -3.496 -0.60
C 1.479 6.083 1.769 -0.43
C -3.383 0.396 -2.585 -0.55
C 0.778 3.933 2.631 -0.17
C 0.675 -0.436 -2.604 -0.05
C 1.426 3.308 1.564 -0.38
H 2.956 -3.078 2.044 0.39
H -1.465 -0.557 0.317 0.60
H 0.999 -6.352 -3.720 0.38
H -1.594 -1.352 3.063 0.43
H 3.068 -5.557 -2.513 0.37
H 1.948 -1.331 0.644 0.17
H -3.972 1.740 1.020 0.45
H 0.248 5.804 3.538 0.37
H -1.575 1.572 -2.533 0.59
H -5.306 -0.566 -2.384 0.38
H 1.784 -3.848 4.124 0.38
H -3.167 -0.004 -3.576 0.45
H -5.768 0.447 -0.140 0.37
H 0.266 3.329 3.378 0.40
H 2.716 6.017 -0.013 0.38
H 3.092 -3.240 -1.550 0.39
H -0.915 -4.726 -4.009 0.37
H -0.510 -2.974 4.624 0.37
H 2.701 3.529 -0.146 0.41
H 2.196 -1.158 -1.324 0.62
H 1.485 7.172 1.842 0.37
H -0.704 -2.419 -3.135 0.36

---

60
Properties=species:S:1:pos:R:3:mulliken_charge:R:1 method="wB97M-V/def2-TZVPD" total_charge=+1 orbital_gap_ev=5.488 de_lowest_kj_mol=115.1 largest_force_ev_per_a=2.26
Pd 0.144 0.037 -0.650 0.82
Se 0.083 2.061 0.719 -0.14
S 4.506 -1.213 -2.622 -0.19
S 0.262 3.369 -3.939 -0.20
O -0.692 -1.246 -2.379 -0.65
O 0.213 -0.925 1.349 -0.37
N -1.970 -0.815 0.033 0.79
N -2.136 -0.959 1.227 -0.58
N 0.404 1.432 -2.338 0.93
N 2.261 -0.466 -1.742 0.66
N 3.554 1.301 3.804 -0.59
C 3.786 0.156 -3.339 -0.29
C -1.940 -1.165 -4.325 -0.49
C -1.801 -1.138 -2.871 0.69
C 0.287 -0.990 4.089 -0.52
C 1.614 1.455 -3.027 -0.74
C -3.146 -1.150 -4.899 -0.42
C -0.408 2.378 -2.721 0.51
C 3.061 -2.473 -0.539 -0.88
C 2.725 1.194 1.549 -0.18
C 0.272 -1.011 5.469 -0.64
C -0.942 -1.051 6.150 -0.41
C -2.144 -1.070 5.451 -0.71
C -1.773 2.608 -2.154 -1.16
C 3.698 0.977 2.512 -0.52
C 1.351 2.100 3.274 -0.56
C 2.598 0.405 -2.740 -0.37
C -4.377 -1.100 -4.111 -0.43
C -0.853 -0.941 1.925 0.09
C -4.344 -1.037 -2.779 -1.23
C 1.516 1.750 1.944 0.44
C -0.919 -0.998 3.382 0.57
C 3.165 -1.385 -1.561 0.19
C 2.399 1.866 4.157 -0.46
C -3.123 -0.934 -0.730 -0.92
C -2.139 -1.041 4.067 -0.14
C -3.079 -1.017 -2.065 1.11
C 1.703 2.454 -3.928 -0.32
H 2.295 2.136 5.204 0.40
H -5.333 -1.118 -4.619 0.43
H 1.205 -1.000 6.018 0.48
H 1.224 -0.966 3.545 0.37
H 2.545 -3.337 -0.961 0.29
H 4.647 0.525 2.237 0.38
H 2.529 2.699 -4.580 0.45
H -3.082 -1.109 5.988 0.41
H -3.220 -1.180 -5.981 0.42
H -1.837 3.588 -1.680 0.39
H 4.041 -2.798 -0.193 0.45
H -0.952 -1.066 7.233 0.40
H -2.535 2.563 -2.935 0.41
H 0.424 2.536 3.628 0.40
H 2.903 0.935 0.513 0.48
H -1.026 -1.229 -4.902 0.50
H -1.980 1.848 -1.407 0.01
H 2.480 -2.113 0.306 -0.04
H -4.084 -0.976 -0.221 0.36
H -3.066 -1.055 3.514 0.46
H -5.262 -0.990 -2.208 0.38
H 4.270 0.693 -4.141 0.44

---

Calculated E_tot (eV), listed in the same order as above: -61192.2116 -130390.6833